The following is a DFT calculation (wB97M-V/def2-TZVPD) of a molecular structure, C44H37MoN4O3S2Sb.

Properties
* DFT total energy: -3247.88000 hartree
* gap between HOMO and LUMO: 5.63 eV
* HOMO: -0.5102 Eh
* charge: +2

Geometry as XYZ:
```
92
Properties=species:S:1:pos:R:3:forces:R:3
Mo 0.73225 0.54044 0.67911 0.3 -0.1 0.2
C -0.51026 1.58150 3.38644 0.0 0.0 -0.1
N -0.41441 1.73369 1.89784 0.1 0.0 -0.2
C -1.07493 2.76519 1.33845 0.0 -0.1 0.1
C -0.95775 2.89517 -0.01781 0.0 -0.1 0.0
C -1.34864 3.83251 -0.99604 0.0 0.1 -0.1
C -0.76804 3.42452 -2.18735 0.0 0.1 0.0
C -0.04223 2.26274 -1.90753 0.0 -0.1 0.1
N -0.14972 1.93504 -0.59950 -0.1 0.1 -0.2
C -0.84240 2.85078 4.11299 0.0 0.0 0.0
C 0.11148 3.86163 4.21824 0.0 0.0 0.0
C -0.19320 5.04093 4.87772 0.0 0.0 0.0
C -1.45243 5.21409 5.44297 0.0 0.0 0.0
C -2.40241 4.20880 5.34822 0.0 0.0 0.0
C -2.09823 3.02863 4.67970 0.0 0.0 0.0
H 0.44600 1.19879 3.72832 0.1 0.0 0.0
H -1.25894 0.81117 3.57809 0.0 0.0 0.0
H -1.65096 3.43694 1.96344 0.0 0.0 0.0
H -1.96233 4.70537 -0.82876 0.0 0.0 0.0
H -0.84524 3.90025 -3.15154 0.0 0.0 0.0
H 0.52246 1.65172 -2.59688 0.0 0.0 0.0
H 1.10155 3.71989 3.79575 0.0 0.0 0.0
H 0.55250 5.82029 4.96710 0.0 0.0 0.0
H -1.68652 6.13128 5.96724 0.0 0.0 0.0
H -3.37745 4.33823 5.79964 0.0 0.0 0.0
H -2.83973 2.23929 4.61292 0.0 0.0 0.0
S 2.61664 0.62349 2.07228 -0.2 0.1 -0.1
C 2.42506 -0.42488 3.42383 0.1 0.0 0.1
C 3.37023 -0.31628 4.49100 0.0 -0.1 0.1
N 4.12983 -0.22877 5.34917 -0.1 0.0 -0.1
C 1.39848 -1.30210 3.40953 0.0 -0.1 0.1
S 0.31734 -1.28447 2.06086 0.0 0.0 0.0
C 1.13483 -2.25899 4.43766 0.0 0.0 0.0
N 0.87497 -3.03698 5.24325 0.0 0.1 -0.1
O 4.64564 -0.91494 -3.54066 0.0 0.0 0.0
C 4.93544 0.12482 -2.74337 0.0 0.0 0.0
C 6.20267 0.70417 -2.70867 0.0 0.0 0.0
C 6.46045 1.76418 -1.86602 0.0 0.0 0.0
C 5.46680 2.28037 -1.03113 0.0 0.0 0.0
C 4.21939 1.70744 -1.04994 0.0 0.0 0.0
C 3.92739 0.62615 -1.89989 0.0 0.0 0.0
C 2.60585 0.02291 -1.94357 0.0 0.1 0.5
O 2.05758 -0.67294 -2.72583 0.1 0.0 -0.1
O 1.84399 0.32077 -0.74377 0.0 0.1 -0.2
H 5.42349 -1.17146 -4.05081 0.0 0.0 0.0
H 6.98242 0.31184 -3.35192 0.0 0.0 0.0
H 7.45063 2.20181 -1.85749 0.0 0.0 0.0
H 5.67595 3.12006 -0.38321 0.0 0.0 0.0
H 3.44201 2.11832 -0.42385 -0.1 0.0 0.0
C 2.30705 -3.06776 0.14403 0.0 0.0 0.0
C 1.58908 -3.55718 -1.08332 0.0 -0.1 0.0
C 2.16002 -4.61853 -1.78295 0.0 0.0 0.0
C 1.57922 -5.15979 -2.91846 0.0 0.0 0.0
C 0.39453 -4.63240 -3.40110 0.0 0.0 0.0
C -0.19432 -3.57088 -2.73435 0.0 0.0 0.0
C 0.38331 -3.04343 -1.57581 0.0 0.0 -0.1
Sb -0.77390 -1.43878 -0.81495 -0.1 0.2 0.1
C -2.56067 -2.26040 0.01338 0.1 -0.2 0.1
C -3.07491 -3.22280 -0.86074 0.0 0.0 0.1
C -4.21269 -3.94038 -0.53419 0.0 0.0 0.0
C -4.84112 -3.70323 0.67850 0.0 0.0 0.0
C -4.34854 -2.72627 1.52463 0.0 0.0 0.0
C -3.21101 -1.97987 1.21712 0.0 0.1 0.0
C -2.84066 -0.87565 2.16931 -0.1 0.0 0.0
C -1.45182 -0.42497 -2.52745 -0.1 0.0 0.0
C -0.72954 -0.57133 -3.71280 0.1 -0.1 0.0
C -1.19026 0.01097 -4.88170 0.0 0.0 0.0
C -2.37172 0.73958 -4.86062 0.0 0.0 0.0
C -3.07083 0.90159 -3.67485 0.0 0.0 0.0
C -2.62633 0.33812 -2.48033 0.0 0.0 -0.1
C -3.42759 0.59493 -1.23281 0.0 0.0 0.0
H 3.30011 -3.50955 0.19433 0.0 0.0 0.0
H 1.77975 -3.35876 1.05334 0.0 0.0 0.0
H 2.42997 -1.98506 0.15077 0.0 0.0 0.0
H 3.09159 -5.03102 -1.41483 0.0 0.0 0.0
H 2.05749 -5.98657 -3.42764 0.0 0.0 0.0
H -0.07045 -5.02840 -4.29392 0.0 0.0 0.0
H -1.09591 -3.14941 -3.15763 0.0 0.0 0.0
H -2.60936 -3.42433 -1.81436 0.1 0.0 0.0
H -4.59972 -4.67793 -1.22439 0.0 0.0 0.0
H -5.72263 -4.26527 0.95760 0.0 0.0 0.0
H -4.86405 -2.51555 2.45468 0.0 0.0 0.0
H -3.74625 -0.36670 2.50267 0.0 0.0 0.0
H -2.20121 -0.12982 1.70155 0.0 0.0 0.0
H -2.33493 -1.25712 3.05804 0.0 0.0 0.0
H 0.19883 -1.12924 -3.72594 -0.2 0.0 0.0
H -0.63141 -0.10721 -5.80075 0.0 0.0 0.0
H -2.74592 1.19195 -5.76992 0.0 0.0 0.0
H -3.98235 1.48835 -3.66725 0.0 0.0 0.0
H -3.86053 1.59447 -1.26820 0.0 0.0 0.0
H -2.83082 0.53238 -0.32293 0.1 0.0 0.0
H -4.24702 -0.12014 -1.13204 0.0 0.0 0.0
```
Forces are in eV/Å.